The following is a DFT calculation (ωB97M-V with the def2-TZVPD basis set) of 2 unconnected molecules or ions with the total composition C5H10NO2S at a distorted geometry.

Structure (ORCA input):
```
! RIJCOSX wB97M-V def2-TZVPD def2/J DEFGRID3
* xyz 1 1
C 0.7438 -2.4264 -0.7041
C 0.5738 2.7569 -0.1543
C -0.3017 2.1449 -1.2619
C -0.6013 1.9044 0.1854
C -1.2204 -2.1356 0.6492
N 0.0908 -1.7247 0.1292
O 2.1412 0.1601 0.5642
O 0.7168 -0.3188 2.4711
S 0.8364 0.0315 1.1275
H 1.6728 -2.0061 -1.1665
H 0.2724 -3.3408 -1.1242
H 1.5108 2.1580 0.0335
H 0.5760 3.7921 0.0603
H -1.0962 2.6231 -1.8525
H 0.2611 1.3367 -1.8537
H -1.4829 2.0803 0.7024
H -1.6024 -1.8407 1.6890
H -1.2305 -3.2303 0.6994
H -1.8604 -1.9648 -0.1940
*
```

Properties
Gap between HOMO and LUMO (alpha / beta)   8.31 / 8.31 eV
Molecular weight   148.21 g mol⁻¹

The following is a DFT calculation (ωB97M-V with the def2-TZVPD basis set) of CH2BrFO in the gas phase at a distorted geometry.

Structure (ORCA input):
```
! RIJCOSX wB97M-V def2-TZVPD def2/J DEFGRID3
* xyz 0 1
O -0.6147 -0.8378 -0.7544
C 0.3720 0.0072 0.2847
F -0.0389 -0.4467 1.4370
Br 0.0637 1.8223 0.0753
H -1.3021 -0.3257 -1.1205
H 1.5200 -0.2192 0.0778
*
```

Properties
SMILES   O[C@H](F)Br
Gap between HOMO and LUMO   11.70 eV
Molecular weight   128.93 g mol⁻¹

The following is a DFT calculation (ωB97M-V with the def2-TZVPD basis set) of 3 unconnected molecules or ions with the total composition C3H10O3S at a distorted geometry.

Structure (ORCA input):
```
! RIJCOSX wB97M-V def2-TZVPD def2/J DEFGRID3
* xyz -2 1
C 0.4622 0.2815 -0.2270
O -0.2371 -0.2660 -1.2890
C -0.2953 0.7434 1.0533
C 0.5985 1.1052 2.2479
S -0.3033 1.6452 3.7871
H 1.2225 -0.4373 0.1342
H 1.0232 1.2035 -0.5008
H -1.0637 0.0322 1.3720
H -0.8063 1.6617 0.7519
H 1.2385 1.9223 1.8993
H 1.2247 0.2666 2.5612
H -3.1635 -0.7618 -1.7675
H -1.7101 -0.6949 -2.0784
O -2.5367 -1.1967 -2.3492
H 0.9038 -1.2324 -1.8194
H 1.7080 -2.5035 -1.5694
O 1.7345 -1.7690 -2.2060
*
```

Properties
Gap between HOMO and LUMO   5.76 eV
Molecular weight   126.18 g mol⁻¹

The following is a DFT calculation (ωB97M-V with the def2-TZVPD basis set) of a molecular structure, C7H8.

Structure (ORCA input):
```
! RIJCOSX wB97M-V def2-TZVPD def2/J DEFGRID3
* xyz 0 1
C 0.9702 1.2168 -0.4568
C 0.1343 0.0348 0.0688
C 0.2804 -0.0918 1.5970
C -1.2851 0.1519 -0.3359
C -2.3949 0.0347 -0.7884
C 0.5469 -1.2373 -0.6011
C 0.8959 -2.3125 -1.1611
H 0.9057 1.2873 -1.5452
H 2.0201 1.0796 -0.1777
H 0.6128 2.1532 -0.0169
H -0.0877 0.8163 2.0849
H -0.2800 -0.9509 1.9731
H 1.3360 -0.2230 1.8570
H -3.3678 -0.1010 -1.2066
H -0.2868 -1.8582 -1.2913
*
```

Properties
Gap between HOMO and LUMO   11.13 eV
Molecular weight   92.14 g mol⁻¹

The following is a DFT calculation (ωB97M-V with the def2-TZVPD basis set) of a molecular structure, F10N5Na3O20S10 at a distorted geometry.

Structure (ORCA input):
```
! RIJCOSX wB97M-V def2-TZVPD def2/J DEFGRID3
* xyz -2 1
Na 1.9388 -0.8475 -2.9646
Na 0.3571 -0.2522 -0.4900
Na 3.2679 0.5304 -0.7132
N -2.0542 -1.3483 3.7684
S -1.6592 -2.0999 2.4259
O -1.5505 -3.5255 2.5020
O -0.7137 -1.4306 1.5824
F -3.0399 -1.9267 1.6546
S -1.0376 -2.0880 4.8194
O 0.3462 -2.0188 4.4724
O -1.5347 -3.2785 5.4239
F -1.1774 -1.0175 5.9937
N -3.4845 2.7684 -0.8477
S -2.5862 4.0483 -1.0139
O -1.2678 3.8500 -1.5245
O -2.8502 5.0017 0.0140
F -3.2868 4.6965 -2.3148
S -2.5667 1.8325 0.0997
O -2.2942 2.3759 1.3785
O -1.6504 0.9588 -0.5713
F -3.7517 0.8129 0.4038
N 2.5647 -1.8241 -0.6061
S 1.7629 -3.1797 -0.4834
O 1.2419 -3.4096 0.8024
O 2.0505 -4.2572 -1.3594
F 0.5881 -2.5035 -1.3056
S 4.0174 -2.5908 -0.0343
O 4.6869 -3.5504 -0.8407
O 4.0909 -2.7567 1.3554
F 4.9813 -1.3211 -0.3289
N -0.3114 -0.3733 -2.9112
S -0.6976 0.6665 -4.0100
O -1.5438 1.7083 -3.5972
O -0.7428 0.2655 -5.3762
F 0.7984 1.3265 -3.8303
S -1.7254 -1.3474 -3.1973
O -1.6963 -2.2333 -4.3087
O -2.9439 -0.6862 -2.9060
F -1.5568 -2.3063 -1.9712
N 1.5555 1.7316 0.3929
S 1.7577 3.2879 0.4423
O 3.1591 3.6213 0.4864
O 0.7633 4.1112 1.0018
F 1.5475 3.5021 -1.1433
S 1.5045 1.5151 2.0954
O 0.1979 1.3172 2.5706
O 2.4573 2.2218 2.8743
F 2.0880 0.0222 2.0894
*
```

Properties
Gap between HOMO and LUMO   5.69 eV
Molecular weight   969.63 g mol⁻¹

Question: Which of these has the lowest molecular weight?
Answer: C7H8